# 1
C2H7N2S | ωB97M-V/def2-TZVPD

Each line ends with the Mulliken charge.
Element x y z (Å)
S -0.955 1.270 1.706  -0.843
H -1.832 1.289 2.722  -0.048
C 1.069 0.728 -1.056  -0.758
N -0.332 -1.511 0.086  -0.180
C 0.427 -1.525 -1.044  0.173
N 1.028 -0.592 -1.657  -0.612
H 0.055 1.090 -0.853  0.248
H 1.534 1.415 -1.766  0.267
H 1.636 0.779 -0.125  0.303
H -0.565 -0.624 0.572  -0.039
H -0.931 -2.291 0.272  0.199
H 0.532 -2.514 -1.498  0.291

LUMO energy (eV): 4.05
Total charge: -1
Strongest force on any atom (eV Å⁻¹): 0.91
Kohn-Sham gap (eV): 7.05
HOMO level (eV): -3.00
Relative energy (zero: lowest compared OMol25 entry of this formula, charge and spin) (kcal per mole): 0.8
E (hartree): -588.13453

# 2
C2H7N2S | ωB97M-V/def2-TZVPD

Each line ends with the Mulliken charge.
Element x y z (Å)
S -2.286 1.983 -0.912  -0.848
H -2.399 3.247 -0.515  -0.002
C 1.186 -1.327 1.167  -0.702
N -0.614 -0.355 -0.739  -0.680
C 0.450 0.363 -0.231  0.136
N 1.215 0.031 0.762  -0.492
H 1.652 -1.402 2.152  0.242
H 1.772 -1.938 0.479  0.215
H 0.153 -1.732 1.200  0.313
H -1.401 0.396 -0.871  0.204
H -0.349 -0.589 -1.749  0.246
H 0.620 1.325 -0.743  0.369

LUMO energy (eV): 4.04
Total charge: -1
Strongest force on any atom (eV Å⁻¹): 2.95
Kohn-Sham gap (eV): 7.24
HOMO level (eV): -3.20
Relative energy (zero: lowest compared OMol25 entry of this formula, charge and spin) (kcal per mole): 26.4
E (hartree): -588.09369

# 3
C2H7N2S | ωB97M-V/def2-TZVPD

Each line ends with the Mulliken charge.
Element x y z (Å)
C 1.521 1.688 0.299  -0.957
S 2.536 0.370 -0.392  -0.697
H 1.022 2.340 -0.465  0.224
H 0.670 1.369 0.926  0.217
H 2.168 2.231 0.969  0.264
N -0.319 -0.848 0.013  -0.294
C -1.604 -1.165 0.162  0.051
N -2.598 -1.513 -0.665  -0.613
H 0.287 -1.248 -0.722  0.205
H 0.142 -0.008 0.260  0.053
H -1.702 -1.405 1.174  0.336
H -2.124 -1.811 -1.558  0.211

LUMO energy (eV): 4.15
Total charge: -1
Strongest force on any atom (eV Å⁻¹): 3.94
Kohn-Sham gap (eV): 6.80
HOMO level (eV): -2.65
Relative energy (zero: lowest compared OMol25 entry of this formula, charge and spin) (kcal per mole): 39.1
E (hartree): -588.07345

# 4
C2H7N3 | ωB97M-V/def2-TZVPD

Each line ends with the Mulliken charge.
Element x y z (Å)
C -2.280 -0.244 0.136  -0.618
N -1.032 0.022 -0.511  -0.266
N -0.055 0.099 0.256  -0.156
C 1.197 0.401 -0.377  -0.255
N 2.220 -0.468 0.170  -0.597
H -2.187 -0.346 1.222  0.366
H -2.963 0.569 -0.114  0.230
H -2.684 -1.159 -0.299  0.233
H 1.376 1.473 -0.157  0.221
H 1.155 0.274 -1.470  0.386
H 2.109 -0.523 1.177  0.228
H 3.142 -0.099 -0.032  0.226

LUMO energy (eV): 1.02
Strongest force on any atom (eV Å⁻¹): 1.91
Structure (SMILES): C/N=N/CN
Kohn-Sham gap (eV): 10.17
HOMO level (eV): -9.15
Relative energy (zero: lowest compared OMol25 entry of this formula, charge and spin) (kcal per mole): 39.1
E (hartree): -244.61303

# 5
C2H7N3 | ωB97M-V/def2-TZVPD

Each line ends with the Mulliken charge.
Element x y z (Å)
H 0.401 -2.272 0.979  0.297
N 1.046 -2.136 0.205  -0.611
C 0.874 -1.050 -0.427  0.046
N -0.206 -0.074 -0.378  0.016
C -0.045 1.352 -0.437  -0.707
N -0.978 -0.518 0.637  -0.755
H 1.570 -0.759 -1.175  0.349
H 0.153 1.907 0.576  0.235
H 0.755 1.963 -1.116  0.253
H -1.076 1.582 -0.728  0.305
H -1.993 0.050 0.404  0.312
H -0.500 -0.045 1.459  0.261

LUMO energy (eV): 0.72
Strongest force on any atom (eV Å⁻¹): 6.11
Structure (SMILES): [H]/N=C\N(C)N
Kohn-Sham gap (eV): 9.83
HOMO level (eV): -9.11
Relative energy (zero: lowest compared OMol25 entry of this formula, charge and spin) (kcal per mole): 73.9
E (hartree): -244.55766

# 6
C2H7N3 | ωB97M-V/def2-TZVPD

Each line ends with the Mulliken charge.
Element x y z (Å)
C 1.565 -0.594 0.103  -0.659
N 1.154 0.824 -0.178  -0.496
C -0.059 1.241 -0.045  0.099
N -1.255 0.592 0.223  -0.078
N -1.657 -0.698 -0.156  -0.650
H 0.866 -1.291 -0.379  0.225
H 1.618 -0.754 1.173  0.261
H 2.581 -0.672 -0.360  0.237
H -0.223 2.343 -0.150  0.251
H -1.983 1.275 0.236  0.268
H -1.188 -0.907 -1.023  0.271
H -1.420 -1.360 0.556  0.270

LUMO energy (eV): 0.94
Strongest force on any atom (eV Å⁻¹): 2.11
Structure (SMILES): C/N=C\NN
Kohn-Sham gap (eV): 9.85
HOMO level (eV): -8.91
Relative energy (zero: lowest compared OMol25 entry of this formula, charge and spin) (kcal per mole): 44.1
E (hartree): -244.60508

# 7
C2H7N3O | ωB97M-V/def2-TZVPD

Each line ends with the Mulliken charge.
Element x y z (Å)
H -0.370 -0.747 2.216  0.180
N -0.366 -0.114 1.424  -0.677
C 0.619 -0.268 0.635  0.633
N 1.585 -1.266 0.701  -0.467
N 0.758 0.538 -0.475  -0.272
O -0.239 1.449 -0.767  -0.311
C -1.570 0.859 -0.998  -0.590
H 2.440 -1.091 0.193  0.231
H 1.740 -1.648 1.623  0.242
H 1.095 0.058 -1.307  0.252
H -1.516 0.272 -1.919  0.251
H -1.966 0.231 -0.195  0.297
H -2.210 1.729 -1.130  0.232

LUMO energy (eV): 0.86
Strongest force on any atom (eV Å⁻¹): 1.18
Structure (SMILES): [H]/N=C(\N)NOC
Kohn-Sham gap (eV): 9.96
HOMO level (eV): -9.10
Relative energy (zero: lowest compared OMol25 entry of this formula, charge and spin) (kcal per mole): 67.6
E (hartree): -319.84205

# 8
C2H7N3O | ωB97M-V/def2-TZVPD

Each line ends with the Mulliken charge.
Element x y z (Å)
C 2.145 0.102 0.680  -0.711
N 1.043 0.544 -0.043  -0.173
N -0.108 -0.067 0.377  -0.410
N -0.958 -0.069 -0.664  0.691
C -2.304 -0.344 -0.137  -0.542
O -0.660 0.476 -1.735  -0.735
H 2.996 0.700 0.271  0.325
H 2.051 0.379 1.672  0.260
H 2.311 -1.022 0.735  0.272
H 1.075 0.487 -1.083  0.259
H -2.958 -0.691 -0.998  0.262
H -2.495 0.659 0.363  0.257
H -2.138 -1.155 0.562  0.247

LUMO energy (eV): 0.81
Strongest force on any atom (eV Å⁻¹): 4.87
Structure (SMILES): CN/N=[N+](/C)[O-]
Kohn-Sham gap (eV): 9.14
HOMO level (eV): -8.33
Relative energy (zero: lowest compared OMol25 entry of this formula, charge and spin) (kcal per mole): 111.8
E (hartree): -319.77167

# 9
C2H7N3O | ωB97M-V/def2-TZVPD

Each line ends with the Mulliken charge.
Element x y z (Å)
C 1.178 -0.631 1.494  -0.830
C -0.497 0.597 -0.097  0.434
H 2.379 -0.204 1.371  0.244
H 0.757 -1.945 1.754  0.252
H 1.047 0.219 2.120  0.387
H 0.386 -2.253 -0.330  0.219
H 1.640 -1.510 -0.932  0.301
H -2.310 0.878 -1.153  0.236
H -1.014 -0.143 -1.931  0.286
N 0.601 -0.273 0.099  0.315
N 0.584 -1.293 -0.805  -0.739
N -1.545 0.266 -1.004  -0.484
O -0.556 1.781 0.336  -0.622

LUMO energy (eV): 0.53
Strongest force on any atom (eV Å⁻¹): 6.48
Kohn-Sham gap (eV): 9.76
HOMO level (eV): -9.23
Relative energy (zero: lowest compared OMol25 entry of this formula, charge and spin) (kcal per mole): 110.1
E (hartree): -319.77437

# 10
C2H7N3O2 | ωB97M-V/def2-TZVPD

Each line ends with the Mulliken charge.
Element x y z (Å)
C -1.386 -0.413 0.534  -0.850
C 0.625 0.640 1.344  -0.805
H -2.119 -0.586 -0.702  0.210
H -0.973 -1.532 0.852  0.263
H -2.198 -0.213 1.055  0.424
H 1.086 1.628 1.011  0.334
H -0.019 0.885 2.003  0.448
H 1.030 -0.428 1.899  0.237
H 0.282 -1.491 -2.010  0.434
N -0.163 0.426 0.264  -0.142
N 0.589 -0.061 -0.867  0.411
N 1.563 0.814 -1.158  -0.082
O -0.299 -0.459 -1.916  -0.437
O 1.982 0.790 -2.310  -0.446

LUMO energy (eV): 0.06
Strongest force on any atom (eV Å⁻¹): 9.69
Kohn-Sham gap (eV): 8.79
HOMO level (eV): -8.74
Relative energy (zero: lowest compared OMol25 entry of this formula, charge and spin) (kcal per mole): 260.3
E (hartree): -394.79021

# 11
C2H7N3P | ωB97M-V/def2-TZVPD

Each line ends with the Mulliken charge.
Element x y z (Å)
C 1.345 0.038 0.178  -0.352
C 0.591 -1.334 0.022  -0.585
N 0.281 2.129 0.139  -0.479
N -2.276 0.007 0.576  -0.600
N 0.172 0.915 0.117  0.579
P -1.021 -0.233 -0.276  0.406
H 1.871 0.283 1.194  0.310
H 2.115 0.193 -0.603  0.313
H 0.943 -1.793 -0.876  0.309
H 0.664 -2.195 0.767  0.334
H -0.662 2.560 -0.013  0.333
H -3.013 -0.606 0.410  0.265
H -1.009 0.036 -1.636  0.166

LUMO energy (eV): -6.69
Total charge: +1
Strongest force on any atom (eV Å⁻¹): 3.54
Kohn-Sham gap (eV): 7.71
HOMO level (eV): -14.41
Relative energy (zero: lowest compared OMol25 entry of this formula, charge and spin) (kcal per mole): 116.1
E (hartree): -585.63654

# 12
C2H7N3S | ωB97M-V/def2-TZVPD

Each line ends with the Mulliken charge.
Element x y z (Å)
H -0.428 2.280 -0.049  0.225
N 0.492 1.920 -0.310  -0.756
C 0.534 0.743 0.156  0.576
C -0.586 0.016 0.936  -0.797
S -1.929 -0.412 -0.266  -0.165
N 1.715 0.048 -0.111  -0.176
N 1.719 -1.359 0.002  -0.501
H -0.218 -0.949 1.292  0.372
H -0.950 0.668 1.699  0.391
H -1.162 -1.273 -0.966  0.124
H 2.287 0.483 -0.809  0.266
H 2.589 -1.609 0.406  0.226
H 1.579 -1.826 -0.936  0.216

LUMO energy (eV): 0.73
Strongest force on any atom (eV Å⁻¹): 2.27
Structure (SMILES): [H]/N=C(\CS)NN
Kohn-Sham gap (eV): 9.62
HOMO level (eV): -8.89
Relative energy (zero: lowest compared OMol25 entry of this formula, charge and spin) (kcal per mole): 24.5
E (hartree): -642.81358